ORCA calculation (ωB97M-V/def2-TZVPD) on a structure of composition C22H41ClNP3PbSe.

Last column: Löwdin charge in e.
Element x y z (Å)
Pb  0.45524  0.20800  -0.36354  0.94
Se  0.89906  1.81117  -4.76943  1.05
Cl  -1.83745  -4.08385  3.93571  0.79
P  0.14259  -2.42398  -1.46837  0.72
P  3.07100  0.45212  -0.45146  0.63
P  -0.28950  2.77959  0.72851  0.73
N  0.05580  -1.01112  2.29816  -0.04
C  1.02324  -3.79096  -0.63880  -0.22
C  -0.00851  -2.28385  4.76904  -0.03
C  3.98002  -1.11263  -0.37709  -0.22
C  -0.62817  2.22113  -5.85143  -0.50
C  -2.68759  0.67548  -2.12890  -0.13
C  0.82322  -1.19449  4.55116  -0.01
C  -0.82511  -2.72194  3.72687  -0.64
C  0.42656  3.34519  2.30844  -0.22
C  -1.47898  -3.16294  -1.86166  -0.22
C  3.76896  1.60104  0.76420  -0.21
C  -1.86782  2.16398  -5.19323  -0.11
C  -3.07660  2.32196  -5.87678  0.01
C  0.39043  3.98174  -0.47878  -0.24
C  -3.32115  0.15276  -1.07299  -0.03
C  0.94972  -2.34988  -3.10953  -0.24
C  -0.63849  2.54453  -7.23589  -0.02
C  -0.78697  -2.04232  2.49476  -0.16
C  -1.84591  2.72091  -7.92450  0.02
C  -3.07452  2.59740  -7.25943  0.06
C  0.83230  -0.58053  3.29590  -0.16
C  3.37292  1.16773  -2.09278  -0.25
C  -2.03367  3.30378  0.85527  -0.22
H  4.46342  1.29798  -2.19393  0.09
H  0.52883  -1.51808  -3.69248  0.04
H  2.02952  -2.17727  -2.99506  0.04
H  2.85881  2.14132  -2.19212  0.05
H  1.07033  -4.68135  -1.28081  0.09
H  0.46852  4.44078  2.36391  0.09
H  -1.35722  -4.03623  -2.52122  0.09
H  -3.56075  -0.91425  -1.01209  0.07
H  4.84506  1.68007  0.53069  0.09
H  0.30370  2.64852  -7.77554  0.14
H  -3.67425  0.78523  -0.25224  0.07
H  0.49563  -4.04741  0.28861  0.06
H  -1.43374  -2.36351  1.68049  0.10
H  0.04322  3.72582  -1.49117  0.04
H  2.04392  -3.48402  -0.37272  0.04
H  1.48976  3.94625  -0.46771  0.05
H  0.78453  -3.29664  -3.64540  0.09
H  3.61820  1.19115  1.78037  0.07
H  -1.96693  -3.48089  -0.92928  0.07
H  3.66113  -1.78215  -1.19900  0.05
H  1.48405  -0.80847  5.32586  0.13
H  1.43999  2.93879  2.43191  0.04
H  -4.02092  2.22454  -5.33295  0.14
H  -1.89386  1.95300  -4.12547  0.04
H  2.99073  0.49461  -2.88235  0.04
H  -2.58060  3.01722  -0.05541  0.04
H  0.05089  4.99626  -0.21907  0.09
H  -2.49512  2.79673  1.71499  0.07
H  -2.51078  1.75277  -2.20504  0.04
H  -2.37759  0.06835  -2.98852  0.05
H  -2.11888  -2.41660  -2.35353  0.04
H  -4.02388  2.71219  -7.78835  0.15
H  -2.10437  4.39283  1.00073  0.09
H  5.04812  -0.85271  -0.47500  0.09
H  -0.03379  -2.81276  5.72007  0.14
H  -1.85869  2.95515  -8.99808  0.15
H  0.35173  1.52015  -3.35151  -0.13
H  -0.18960  2.97477  3.13718  0.07
H  3.27966  2.59104  0.68662  0.05
H  3.78608  -1.60029  0.59644  0.08
H  1.48727  0.28172  3.09985  0.10

Calculated values
**LUMO level (spin up / spin down)**: -14.296 / -14.080 eV
**Charge**: +4
**Orbital gap (spin up / spin down)**: 4.5 / 4.8 eV
**M**: 734.1 g mol⁻¹
**ΔE to the lowest compared entry with this formula, charge and spin**: 0.000 eV
**Total energy**: -4994.6045 a.u.
**Spin multiplicity**: 1



ORCA calculation (ωB97M-V/def2-TZVPD) on a structure of composition C22H41FGaN2O6.

Last column: Löwdin charge in e.
Element x y z (Å)
Ga  3.16081  3.10044  -0.52687  0.42
F  1.92760  2.45922  -5.27644  0.05
O  1.16117  3.19599  -2.62378  0.01
O  -8.20346  -0.55138  -0.15510  -0.12
O  4.12512  2.35382  -5.07359  0.14
O  -5.17325  -0.10552  -0.13937  -0.20
O  4.57771  1.88231  -0.41742  -0.30
O  -7.05602  -2.23005  2.08937  -0.19
N  0.12302  -1.13370  0.05936  -0.12
N  2.79725  1.66873  -3.29054  0.08
C  1.17144  -2.76612  -1.03290  -0.11
C  0.89105  -1.71328  -1.93870  -0.11
C  4.40716  -0.94242  0.48078  -0.07
C  -7.43715  0.42595  0.52830  -0.19
C  -0.04673  1.05240  1.25371  -0.20
C  1.80139  2.79030  0.92474  -0.25
C  -7.68597  -2.16976  3.34609  -0.12
C  -7.88984  -2.68178  1.03803  -0.21
C  5.21268  1.79259  0.81439  -0.35
C  -4.34068  -0.13054  -1.27896  -0.11
C  0.68813  -2.36871  0.17865  -0.12
C  3.06908  2.17272  -4.55850  -0.54
C  5.85734  -0.72364  0.92395  -0.37
C  7.22485  1.03808  -0.42110  -0.08
C  -7.70334  -1.87290  -0.22468  -0.19
C  6.34533  0.75261  0.79295  -0.32
C  1.44520  1.29568  1.07543  -0.29
C  0.25487  -0.72919  -1.24126  -0.11
C  -0.48896  -0.40723  1.15944  -0.14
C  2.20468  2.69748  -2.31318  -0.37
C  -6.18897  0.87628  -0.19333  -0.21
C  6.77725  -1.74063  0.24028  -0.10
H  6.65318  0.97947  -1.34424  0.08
H  -8.30690  -2.35868  -0.99626  0.13
H  -8.09801  1.29386  0.58997  0.13
H  4.50693  1.54456  1.62510  0.10
H  -0.32007  1.40142  2.25399  0.11
H  4.21231  -0.51515  -0.49997  0.08
H  -7.19890  0.11191  1.54703  0.12
H  8.07131  0.35458  -0.48552  0.06
H  -0.62927  1.66233  0.56045  0.10
H  -0.22808  -0.93499  2.07605  0.12
H  3.71267  -0.49249  1.18794  0.06
H  5.67472  2.75530  1.09723  0.11
H  -6.43895  1.11600  -1.23346  0.13
H  -7.64018  -3.72672  0.80982  0.13
H  3.75141  4.59433  -0.50355  -0.05
H  1.80307  0.73974  0.20741  0.07
H  7.70850  -1.87354  0.79323  0.07
H  7.63962  2.04384  -0.33547  0.08
H  -3.65026  0.71969  -1.29085  0.09
H  -7.02515  -1.61974  4.01408  0.09
H  -3.75668  -1.04887  -1.24261  0.09
H  -1.57453  -0.47250  1.05816  0.11
H  6.99714  -1.47348  -0.78961  0.07
H  -6.66202  -1.89721  -0.55183  0.12
H  -0.09541  0.23536  -1.56926  0.12
H  -8.94298  -2.64413  1.33943  0.12
H  4.18174  -2.01042  0.45522  0.07
H  0.90600  3.35783  0.66343  0.04
H  1.68241  -3.68734  -1.24907  0.09
H  0.71401  -2.88432  1.12376  0.11
H  1.14876  -1.65380  -2.98271  0.09
H  -7.85580  -3.16962  3.76317  0.09
H  -8.64441  -1.64141  3.28837  0.09
H  -4.93050  -0.13940  -2.20210  0.09
H  2.14702  0.89164  -3.35982  0.10
H  6.28400  -2.71462  0.22145  0.06
H  1.98282  0.87340  1.92884  0.10
H  -5.83080  1.79362  0.29438  0.13
H  5.89778  -0.95873  1.99274  0.12
H  6.94166  0.98143  1.68398  0.13
H  2.20307  3.17911  1.86132  0.04

Calculated values
**LUMO level**: 2.187 eV
**Charge**: -1
**Orbital gap**: 7.3 eV
**M**: 518.3 g mol⁻¹
**Total energy**: -3448.4565 a.u.
**Spin multiplicity**: 1



ORCA calculation (ωB97M-V/def2-TZVPD) on a structure of composition C22H41GeN3OPdS3SeSi3.

Last column: Löwdin spin population.
Element x y z (Å)
Pd  -0.07848  0.28407  0.73295  0.65
Se  1.33254  2.29434  1.82089  0.57
Ge  -0.69623  -0.19249  -1.54612  0.31
S  -0.45032  -0.15356  3.07165  0.03
S  -2.73320  0.31101  0.83021  0.30
S  -1.10483  2.64462  -0.03824  0.50
Si  0.87583  -1.87147  -0.65920  0.08
Si  -2.55506  -1.47155  -2.36560  0.04
Si  0.34801  0.84302  -3.43721  0.06
O  -0.89011  1.18414  3.51685  0.01
N  5.67604  3.71338  0.66735  0.04
N  -2.74738  5.35590  1.86407  0.02
N  -4.75709  1.82310  3.50100  0.02
C  -2.12673  -2.55278  -3.86969  0.02
C  3.08275  2.84817  1.29425  0.05
C  2.52128  -1.21124  0.07398  0.01
C  -2.37175  1.99327  0.94840  0.04
C  -1.68527  -1.34625  3.73720  0.00
C  3.74037  3.79778  2.07846  0.04
C  3.76113  2.35036  0.18562  0.03
C  1.82463  1.82290  -2.76028  0.00
C  -3.29810  -2.68203  -1.10550  0.00
C  -4.01289  2.25717  2.73377  0.01
C  0.98748  -0.28531  -4.82800  0.02
C  1.64814  -1.84814  3.77422  0.00
C  5.02292  4.18222  1.73038  0.00
C  0.91537  -0.59156  4.21527  0.01
C  -0.87222  2.08283  -4.19495  0.00
C  -3.90533  -0.23781  -2.86354  0.00
C  -2.27213  -0.85790  5.05138  0.00
C  -0.03288  -2.98942  0.60983  0.00
C  -3.08129  2.80524  1.81460  0.05
C  -2.87862  4.21027  1.85298  0.01
C  5.03673  2.81897  -0.08342  -0.01
C  1.46609  -3.13951  -1.95665  0.04
H  -1.71868  -1.22914  5.91498  0.00
H  0.47437  -0.67395  5.20849  0.00
H  3.30067  1.61173  -0.45362  0.00
H  1.75846  -0.96851  -4.46629  0.00
H  -4.86691  -0.72454  -3.04662  0.00
H  -1.64919  1.57547  -4.77247  0.00
H  1.56323  0.28454  4.18939  0.01
H  1.53184  2.27016  -1.80690  0.00
H  2.49472  -2.05089  4.43121  0.00
H  -3.03319  -3.01609  -4.26977  0.00
H  0.64728  -3.38708  1.36809  0.00
H  -2.59826  -3.48621  -0.86784  0.00
H  2.02304  -1.73041  2.75725  0.00
H  -3.54530  -2.16670  -0.17695  0.00
H  3.10393  -0.71440  -0.70697  0.00
H  0.18337  -0.89001  -5.25082  0.00
H  -0.37132  2.79394  -4.85728  0.00
H  -0.48655  -3.84327  0.09792  0.00
H  -4.03965  0.48254  -2.05354  0.00
H  0.62064  -3.56431  -2.50174  0.00
H  5.56183  4.91021  2.32860  0.00
H  -1.43609  -3.35025  -3.58705  0.00
H  2.14931  -2.69597  -2.68452  0.00
H  -0.83478  -2.44592  1.10821  0.00
H  -3.63283  0.32131  -3.76207  0.00
H  -3.31163  -1.16749  5.14032  0.00
H  2.14609  2.62569  -3.42837  0.00
H  3.24528  4.22089  2.94282  0.00
H  -4.21439  -3.13718  -1.49113  0.00
H  -1.17500  -2.30721  3.81724  0.00
H  1.98791  -3.95678  -1.44868  0.01
H  -1.65929  -1.97802  -4.67150  0.00
H  -2.44429  -1.39777  2.96094  0.00
H  3.14027  -2.01963  0.47787  0.00
H  2.35266  -0.48174  0.86479  0.00
H  -1.36602  2.64264  -3.39770  0.00
H  0.98954  -2.71779  3.78991  0.00
H  2.67837  1.16334  -2.58258  0.00
H  5.58234  2.45244  -0.94749  0.00
H  -2.25684  0.23294  5.06799  0.00
H  1.41565  0.32167  -5.63100  0.00

Calculated values
**LUMO level (spin up / spin down)**: 2.239 / 0.132 eV
**Charge**: -1
**Orbital gap (spin up / spin down)**: 5.8 / 5.2 eV
**M**: 802.0 g mol⁻¹
**ΔE to the lowest compared entry with this formula, charge and spin**: 0.311 eV
**Total energy**: -7771.7468 a.u.
**Spin multiplicity**: 4